i:
Density functional theory data (ωB97M-V/def2-TZVPD) for 2 unconnected molecules or ions with the total composition C5H9O2P.

The HOMO energy (spin up / spin down) is -7.646 / -7.576 eV. For the orbital gap (spin up / spin down), the calculation gives 7.997 / 8.086 eV. The lowest unoccupied orbital energy (spin up / spin down) is 0.35 / 0.51 eV. As for the total charge: 0.

The geometry in XYZ format:
```
17
C5H9O2P, DFT ωB97M-V/def2-TZVPD
C 2.3374 0.9465 -0.1600
C 1.1467 0.6259 0.0214
C -0.2263 -0.5039 -1.6461
C -1.6611 -0.6402 -1.9260
C 0.2369 0.3059 2.6002
O 0.7962 -0.8786 -2.1250
O -0.0312 0.4991 -0.5669
P -0.8838 -1.0176 2.2279
H 2.8655 1.1857 -1.0942
H 2.9384 0.9363 0.8349
H -1.8752 -1.2790 -2.7822
H -1.9932 0.2621 -2.3989
H -2.2950 -0.8039 -1.1323
H 1.1817 -0.0707 3.0479
H 0.0227 1.1805 3.0759
H -0.0848 -2.1493 1.7315
H -1.1670 -0.2959 1.1804
```

***

ii:
Density functional theory data (ωB97M-V/def2-TZVPD) for a single C5H9O2P molecule.

The HOMO energy is -9.312 eV. For the orbital gap, the calculation gives 9.880 eV. The lowest unoccupied orbital energy is 0.57 eV. As for the total charge: 0.

The geometry in XYZ format:
```
17
C5H9O2P, DFT ωB97M-V/def2-TZVPD
C 0.9912 0.3052 0.4515
C 1.8897 0.6538 1.3726
C 0.6355 -1.7531 -0.2399
C -0.3073 -1.3749 -1.3050
C -1.3118 1.7476 -0.3927
O 1.0481 2.2092 -1.6946
O -0.0068 -0.1312 -1.9100
P 0.2983 1.2007 -0.9965
H 1.9889 1.6396 1.5683
H 2.6592 0.0747 1.9185
H 1.5992 -2.2040 -0.6639
H 0.1170 -2.0772 0.7535
H -0.5822 -2.0910 -2.1093
H -1.3342 -1.3297 -0.7999
H -1.6467 1.0284 0.2954
H -1.1583 2.7484 -0.1885
H -1.9390 1.7234 -1.1748
```

***

iii:
Density functional theory data (ωB97M-V/def2-TZVPD) for 2 unconnected molecules or ions with the total composition C5H9O2P.

The HOMO energy is -8.098 eV. For the orbital gap, the calculation gives 8.633 eV. The lowest unoccupied orbital energy is 0.54 eV. As for the SMILES: C=C(C)O.C#COP. As for the total charge: 0.

The geometry in XYZ format:
```
17
C5H9O2P, DFT ωB97M-V/def2-TZVPD
C -0.8021 -1.0486 1.7544
C -0.1742 -1.8243 1.0340
C 1.0848 0.7948 0.9750
C 0.1537 1.4337 0.2048
C 0.5294 1.6681 -1.2718
O -0.9775 2.0320 0.5651
O -0.0200 -2.6335 -0.0436
P -0.6384 -2.0388 -1.4182
H -1.2176 -0.5495 2.5441
H 2.1060 0.6128 0.5136
H 1.0864 0.7366 2.1460
H 1.2104 2.5624 -1.4357
H -0.2265 1.6305 -2.0365
H 1.2818 0.8596 -1.4612
H -1.1676 1.5010 1.3982
H -1.9237 -2.5680 -1.2282
H -0.3048 -3.1689 -2.2401
```

***

Tell me which of them is the most stable. Sure, it is ii.

***

i:
Density functional theory data (ωB97M-V/def2-TZVPD) for a single C5H8N2S molecule.

The HOMO energy is -9.355 eV. For the orbital gap, the calculation gives 9.934 eV. The lowest unoccupied orbital energy is 0.58 eV. As for the SMILES: CN1CCS[C@@H]1C#N. As for the total charge: 0.

The geometry in XYZ format:
```
16
C5H8N2S, DFT ωB97M-V/def2-TZVPD
C 2.1153 -0.8405 2.0012
C 0.8271 0.4071 -0.5571
C 0.5981 1.6018 0.3220
C 0.6829 -0.6300 1.7846
C -0.8499 -1.2786 -0.1024
N 3.2422 -0.9585 2.1769
N 0.5248 -0.8541 0.0005
S 0.0957 1.0518 1.9366
H 0.3033 0.5395 -1.5530
H 1.9469 0.4297 -1.0164
H 1.6473 2.0316 0.3371
H -0.1230 2.2639 -0.1208
H 0.1051 -1.4771 2.2876
H -0.8359 -2.4200 0.2862
H -1.5560 -0.6106 0.3480
H -1.2057 -1.0102 -1.1649
```

***

ii:
Density functional theory data (ωB97M-V/def2-TZVPD) for a single C5H8N2S molecule.

The HOMO energy is -8.947 eV. For the orbital gap, the calculation gives 7.884 eV. The lowest unoccupied orbital energy is -1.06 eV. As for the SMILES: [H]/N=C(\N)C(=S)/C=C/C. As for the total charge: 0.

The geometry in XYZ format:
```
16
C5H8N2S, DFT ωB97M-V/def2-TZVPD
C -3.0711 -0.1408 0.1420
C -1.7365 0.5283 -0.1645
C -0.5880 -0.1353 -0.1538
C 0.6682 0.5996 -0.2624
C 1.8700 -0.3100 -0.1240
H -3.6506 0.3619 0.9173
H -2.9605 -1.1616 0.4832
H -3.6787 -0.1442 -0.7445
H -1.5986 1.6144 -0.2694
H -0.4220 -1.2188 -0.0108
H 3.8181 -0.1835 0.2500
H 2.9837 1.2514 0.4869
H 2.7351 -1.9931 -0.2881
N 2.9593 0.2522 0.4680
N 1.8007 -1.5512 -0.4975
S 0.8707 2.2306 -0.2324
```

***

Tell me which of them is the most stable. Sure, it is ii.

***

i:
Density functional theory data (ωB97M-V/def2-TZVPD) for a single BrClINOS molecule.

The HOMO energy is -8.983 eV. For the orbital gap, the calculation gives 6.857 eV. The lowest unoccupied orbital energy is -2.13 eV. As for the SMILES: ClN(Br)SOI. As for the total charge: 0.

The geometry in XYZ format:
```
6
BrClINOS, DFT ωB97M-V/def2-TZVPD
N 1.3064 0.0762 -0.6673
O -1.4826 0.5198 -0.9653
S -0.0030 -0.7233 -0.2710
Cl 1.9546 0.2426 -2.3230
Br 2.2520 1.3655 0.5545
I -3.1189 0.5281 0.0311
```

***

ii:
Density functional theory data (ωB97M-V/def2-TZVPD) for a molecular structure, BrClINOS.

The HOMO energy is -8.954 eV. For the orbital gap, the calculation gives 6.192 eV. The lowest unoccupied orbital energy is -2.76 eV. As for the total charge: 0.

The geometry in XYZ format:
```
6
BrClINOS, DFT ωB97M-V/def2-TZVPD
N 1.0482 -0.0931 0.4458
O -1.4184 0.8353 -1.4805
S 0.2035 1.1023 -0.0128
Cl 0.5737 -1.3220 1.5578
Br 2.4021 -0.9603 -0.9882
I -1.8520 -1.0327 -1.7912
```

***

Tell me which of them is the most stable. Sure, it is i.

***

i:
Density functional theory data (ωB97M-V/def2-TZVPD) for 2 unconnected molecules or ions with the total composition C9H14N2O2.

The HOMO energy is -9.417 eV. For the orbital gap, the calculation gives 9.705 eV. The lowest unoccupied orbital energy is 0.29 eV. As for the SMILES: O=c1cc[nH]c(=O)[nH]1.C1CCCC1. As for the total charge: 0.

The geometry in XYZ format:
```
27
C9H14N2O2, DFT ωB97M-V/def2-TZVPD
C -1.1690 1.3637 -1.2282
C -1.8632 1.8815 -0.1011
C -1.1977 2.3311 1.0141
C 0.8699 2.2686 -0.0210
C 1.5827 -1.3824 -0.5622
C 1.3780 -1.7322 0.8217
C -0.1308 -1.4025 1.1682
C -0.9101 -1.7463 -0.0582
C 0.1903 -1.9014 -1.1873
H 0.6672 1.6057 -2.0488
H -2.9717 1.7929 0.0484
H -1.7055 2.5078 1.9769
H 0.5833 2.8401 1.9519
H 1.7915 -0.3006 -0.5987
H 2.4089 -1.9007 -1.1520
H 1.9214 -0.9403 1.5988
H 1.6122 -2.8180 1.0890
H -0.2191 -0.3222 1.2770
H -0.4347 -1.8460 2.1348
H -1.8632 -0.9882 -0.2330
H -1.4904 -2.6793 -0.0531
H -0.1699 -1.4284 -2.0821
H 0.4689 -3.0178 -1.3165
N 0.2057 1.7246 -1.1751
N 0.0748 2.4825 1.0573
O -1.6346 0.8425 -2.2349
O 2.0050 2.7653 -0.0858
```

***

ii:
Density functional theory data (ωB97M-V/def2-TZVPD) for 2 unconnected molecules or ions with the total composition C9H14N2O2.

The HOMO energy is -9.334 eV. For the orbital gap, the calculation gives 9.455 eV. The lowest unoccupied orbital energy is 0.12 eV. As for the SMILES: O=c1cc[nH]c(=O)[nH]1.C1CCCC1. As for the total charge: 0.

The geometry in XYZ format:
```
27
C9H14N2O2, DFT ωB97M-V/def2-TZVPD
C -0.3399 0.3015 1.3495
C 0.6530 1.2649 1.4914
C 1.7452 0.7488 2.4498
C 1.3427 -0.7761 2.7077
C 0.2152 -1.1988 1.7559
C -0.9188 0.3608 -3.7333
C -2.1488 0.1017 -3.0531
C -2.2074 -0.5608 -1.8640
C 0.1444 -0.0980 -1.6157
H -1.1898 0.5709 2.0042
H -0.7663 0.3536 0.3995
H 0.3171 2.2222 1.7567
H 1.2053 1.4814 0.5137
H 2.0152 1.1105 3.3576
H 2.6373 0.7595 1.8561
H 0.9811 -0.9156 3.7664
H 2.2956 -1.4462 2.5051
H -0.4794 -1.8777 2.1126
H 0.7521 -1.6220 0.7545
H 0.9877 0.9353 -3.2869
H -3.0021 0.1053 -3.6493
H -2.9975 -1.1773 -1.5183
H -0.7421 -1.1377 -0.2159
N 0.1733 0.5189 -2.8425
N -0.9919 -0.5897 -1.1474
O -0.7846 0.5372 -4.9721
O 1.1035 0.0275 -0.8823
```

***

Tell me which of them is the most stable. Sure, it is i.